No. 1
Here is 2 unconnected molecules or ions with the total composition C4H14N2O2 at a distorted geometry from the OMol25 dataset. Energies are from the ωB97M-V functional and the def2-TZVPD basis.

Geometry as XYZ:
```
22
Properties=species:S:1:pos:R:3:forces:R:3
C 0.4686 -1.3160 1.9023 1.31 -0.75 -0.73
N 0.5872 0.0355 1.3310 -0.99 0.04 0.58
C -0.0831 0.3643 0.0720 2.03 -0.74 -0.21
C 0.6170 -0.4734 -1.0083 -0.14 1.08 -1.57
O -0.1729 -0.4707 -2.1910 -0.46 -0.63 -0.39
C 0.1705 1.8765 -0.1466 -0.68 -0.19 -0.97
N 0.4169 2.2162 -1.5660 -1.21 0.00 -0.28
H 0.2737 -2.0969 1.1374 -0.10 0.63 0.45
H -0.2321 -1.4553 2.7233 -0.22 0.24 -0.14
H 1.4861 -1.5567 2.2552 -0.43 -0.12 0.24
H 0.2042 0.6619 2.0203 0.19 0.34 0.33
H -1.1372 0.1390 -0.0104 -0.54 0.00 0.26
H 0.8235 -1.5206 -0.8099 -0.33 -0.07 0.54
H 1.5949 -0.0580 -1.2856 0.10 0.15 0.51
H -0.2975 0.4397 -2.5034 0.34 -0.01 0.45
H 1.1136 2.1487 0.2928 -0.08 0.02 1.38
H -0.7393 2.4053 0.2475 1.19 -0.04 -0.29
H 1.4038 2.2428 -1.7644 0.01 0.21 -0.03
H -0.0212 3.0912 -1.8250 0.26 -0.07 -0.02
H -1.5805 -1.8457 0.0953 0.06 0.68 0.35
H -2.5963 -2.8373 0.3032 -0.28 0.94 1.03
O -2.2997 -1.9905 0.7304 -0.01 -1.70 -1.51
```
Positions in Å, forces in eV/Å.

## Properties
- E_HOMO (eV) = -8.9
- net charge = 0
- SMILES = CN[C@@H](CN)CO.O
- energy above the lowest of the compared OMol25 structures with the same formula, charge and spin (kJ/mol) = 157.3
- orbital gap (hartree) = 0.3607
- E_LUMO (eV) = 0.87

=====

No. 2
Here is 6 unconnected molecules or ions with the total composition C6H26N2O5 at a distorted geometry from the OMol25 dataset. Energies are from the ωB97M-V functional and the def2-TZVPD basis.

Geometry as XYZ:
```
39
Properties=species:S:1:pos:R:3:forces:R:3
C 2.1786 -0.1285 -2.1817 1.87 1.36 -1.73
C 0.8385 -0.7297 -2.2259 -1.83 0.22 1.51
N 0.4086 -1.0849 -0.8128 0.29 -1.11 -1.07
C 0.5205 -2.6106 -0.8702 -1.20 2.07 0.66
C -1.1762 0.8614 -0.1573 0.18 -0.64 1.54
C -0.9827 -0.6706 -0.4844 -1.03 0.21 0.88
C -2.1197 -1.1256 -1.4473 -0.37 -0.41 1.72
N -3.4186 -0.7554 -0.7927 0.78 -1.22 -1.13
H 3.0348 -0.6783 -1.8020 -0.39 -0.79 0.33
H 2.1959 0.7978 -1.6123 -0.25 0.15 0.04
H 2.5109 0.1247 -3.2216 -0.32 0.04 0.64
H 0.0733 -0.0253 -2.5970 0.59 0.03 -0.14
H 0.7560 -1.6181 -2.8707 0.25 0.35 0.03
H -0.0835 -2.8139 -1.7545 -0.02 -1.25 0.35
H 1.5403 -2.9394 -1.0131 0.25 0.16 0.01
H 0.1135 -2.9809 0.0664 -0.05 -0.46 -0.11
H -0.2996 1.4481 -0.2402 0.98 0.69 -1.18
H -1.3328 1.0852 0.9134 0.08 -1.02 0.17
H -2.0880 1.3298 -0.4830 -0.01 0.15 -1.28
H -1.2769 -1.1281 0.5031 0.73 -0.10 -1.00
H -2.1002 -2.2180 -1.5545 0.06 0.16 0.11
H -2.0388 -0.7520 -2.4536 -0.06 0.62 -0.36
H -3.3046 -0.3791 0.1271 0.11 0.19 0.27
H -3.9233 -0.1288 -1.3743 -0.50 0.59 -0.18
H -0.7479 1.9684 4.3956 0.16 1.19 -0.07
H 0.2825 2.3374 3.1042 0.01 0.70 0.85
O -0.2030 1.7225 3.6560 -0.84 -2.17 -0.48
H -0.2481 2.2397 -2.5390 0.83 -0.34 0.82
H 1.2494 2.9730 -2.3165 -0.22 -0.96 0.62
O 0.3960 2.9191 -2.7366 -0.63 1.35 -1.43
H -0.7419 0.1345 3.1958 -0.12 -0.74 0.21
H -0.8037 -1.4888 3.4024 0.11 0.29 0.42
O -0.9766 -0.7526 2.8140 -0.28 0.56 -0.43
H 2.8335 3.0434 3.1669 -0.25 0.49 0.41
H 2.5802 1.6382 2.9898 -0.66 -0.71 0.32
O 2.1943 2.3851 3.4749 1.40 0.35 -0.97
H 1.6901 -0.7024 1.2066 0.18 -0.14 -0.18
H 0.7579 -0.5802 2.3509 0.37 -0.28 0.14
O 1.7111 -0.7173 2.1741 -0.21 0.42 -0.30
```
Positions in Å, forces in eV/Å.

## Properties
- E_HOMO (eV) = -8.6
- net charge = 0
- SMILES = CCN(C)[C@@H](C)CN.O.O.O.O.O
- energy above the lowest of the compared OMol25 structures with the same formula, charge and spin (kJ/mol) = 270.6
- orbital gap (hartree) = 0.3307
- E_LUMO (eV) = 0.40

=====

Q: Among the records above, which one has the lowest E_HOMO?
A: C4H14N2O2

=====

Q: What is the formula in the second record?
A: C6H26N2O5

=====

Q: net charge of number 2 (C6H26N2O5)?
A: 0